[1]
{
  "formula": "C47H39AsClN6O3STi",
  "method": "ωB97M-V/def2-TZVPD",
  "symbols": ["Ti", "N", "C", "C", "C", "C", "C", "C", "S", "O", "O", "N", "C", "N", "C", "C", "C", "N", "H", "H", "H", "H", "H", "H", "H", "H", "H", "C", "C", "C", "C", "C", "C", "N", "N", "C", "C", "C", "C", "C", "C", "H", "H", "H", "H", "H", "H", "H", "H", "H", "O", "As", "C", "C", "C", "C", "C", "C", "C", "C", "C", "C", "C", "C", "C", "C", "C", "C", "C", "C", "H", "H", "H", "H", "H", "H", "H", "H", "H", "H", "H", "H", "H", "H", "H", "Cl", "C", "C", "C", "C", "C", "C", "C", "H", "H", "H", "H", "H", "H"],
  "positions_angstrom": [[0.084423, 0.173408, -0.032361], [-8.136002, 1.067096, 2.438031], [-6.904811, 0.595496, 2.075978], [-6.190568, -0.258183, 2.926468], [-4.960835, -0.752383, 2.546348], [-4.434221, -0.417587, 1.305314], [-5.129833, 0.430991, 0.448973], [-6.352373, 0.935050, 0.831662], [-2.884923, -1.040989, 0.843148], [-2.964773, -1.476441, -0.538613], [-2.452649, -1.984807, 1.841839], [-1.849951, 0.229569, 0.757324], [-1.464352, 0.855530, 1.931583], [-2.220542, 0.884143, 3.025551], [-1.712390, 1.604031, 4.015953], [-0.485578, 2.275624, 3.942929], [0.239901, 2.125335, 2.786832], [-0.255266, 1.402234, 1.777404], [-8.452123, 0.957190, 3.383845], [-8.564860, 1.801678, 1.905964], [-6.609660, -0.529274, 3.887203], [-4.398990, -1.398084, 3.205029], [-4.715810, 0.693994, -0.515874], [-6.899536, 1.590928, 0.166287], [-2.304083, 1.652813, 4.923417], [-0.114562, 2.869214, 4.763723], [1.213230, 2.576951, 2.636439], [2.019231, -0.949892, 5.143632], [1.001227, -1.432197, 4.330747], [1.015282, -1.158581, 2.971853], [2.055034, -0.405003, 2.445950], [3.079250, 0.081438, 3.240366], [3.053378, -0.198155, 4.598248], [1.980694, -0.116541, 1.035892], [3.050220, 0.133349, 0.456636], [2.895473, 0.318615, -0.949839], [4.084860, 0.432988, -1.659488], [4.031471, 0.475696, -3.043694], [2.793336, 0.409203, -3.669940], [1.616366, 0.332769, -2.927357], [1.623437, 0.282323, -1.537220], [2.008519, -1.159150, 6.204654], [0.195377, -2.020376, 4.748649], [0.222455, -1.535078, 2.332051], [3.873367, 0.669780, 2.801730], [3.844101, 0.176558, 5.234253], [5.023539, 0.470314, -1.122266], [4.938554, 0.556827, -3.626495], [2.739296, 0.430188, -4.751233], [0.675930, 0.313237, -3.468898], [-0.061940, -1.647235, -0.292143], [-0.566095, -2.848173, -1.437169], [1.030848, -3.855930, -1.689041], [2.249872, -3.192994, -1.816080], [3.408071, -3.925363, -2.017138], [3.352118, -5.311954, -2.094256], [2.137911, -5.968531, -1.969244], [0.971067, -5.243330, -1.762828], [-0.994484, -2.049064, -3.109361], [-0.428838, -2.639920, -4.237688], [-0.647391, -2.073263, -5.485860], [-1.406829, -0.918726, -5.599261], [-1.963048, -0.331898, -4.469897], [-1.766494, -0.895742, -3.218611], [-1.851960, -4.089504, -0.833441], [-2.862120, -4.457635, -1.710820], [-3.753588, -5.448847, -1.323987], [-3.632249, -6.041100, -0.075480], [-2.621705, -5.653335, 0.795899], [-1.718024, -4.673445, 0.419460], [2.302560, -2.113657, -1.762814], [4.354755, -3.410444, -2.113687], [4.258463, -5.881402, -2.250754], [2.092698, -7.047714, -2.026746], [0.029019, -5.768056, -1.659667], [0.190625, -3.523742, -4.155499], [-0.213456, -2.530542, -6.364668], [-1.566117, -0.474490, -6.572893], [-2.554704, 0.569300, -4.561443], [-2.214000, -0.446684, -2.344007], [-2.972165, -3.973656, -2.673250], [-4.548468, -5.747939, -1.993546], [-4.333952, -6.807259, 0.225787], [-2.539935, -6.110504, 1.772507], [-0.938880, -4.358639, 1.101639], [-2.671245, 3.526446, 0.388631], [-0.979136, 3.901095, 0.165789], [-0.497480, 5.033003, 0.801279], [0.841868, 5.376723, 0.685969], [1.680183, 4.587684, -0.087815], [1.175939, 3.465457, -0.729142], [-0.163334, 3.075578, -0.611005], [-0.639474, 1.820713, -1.277670], [-1.178982, 5.641019, 1.380484], [1.215578, 6.262789, 1.180182], [2.722070, 4.852040, -0.210871], [1.830892, 2.873483, -1.356760], [-0.251002, 1.773004, -2.289183], [-1.726564, 1.777400, -1.293420]],
  "forces_ev_per_angstrom": [[0.298, 0.966, -0.233], [-0.066, -0.026, -0.012], [-0.011, 0.027, 0.011], [0.047, -0.009, -0.028], [-0.084, 0.016, -0.026], [-0.148, 0.096, 0.101], [0.017, -0.031, 0.024], [-0.005, 0.009, -0.019], [0.034, 0.196, -0.257], [-0.004, -0.059, 0.070], [0.081, 0.002, -0.055], [-0.131, -0.170, 1.106], [-0.955, -0.528, -0.825], [0.384, 0.312, 0.303], [0.083, 0.013, 0.009], [-0.068, -0.024, 0.006], [-0.017, 0.042, -0.107], [0.151, -0.129, -0.047], [0.019, 0.006, 0.009], [0.022, 0.012, -0.003], [-0.005, 0.002, 0.011], [0.020, -0.014, 0.006], [0.032, -0.012, -0.006], [-0.005, 0.008, -0.003], [-0.018, 0.002, 0.002], [-0.021, -0.008, 0.024], [0.000, -0.013, 0.004], [0.003, 0.004, -0.034], [0.017, 0.008, -0.024], [-0.049, -0.028, 0.096], [-0.113, 0.022, -0.481], [0.053, -0.015, 0.136], [0.019, 0.012, -0.010], [0.197, 0.167, 0.282], [-0.126, -0.129, -0.405], [0.259, -0.139, 0.445], [0.059, 0.013, -0.133], [-0.006, -0.002, 0.075], [-0.013, -0.012, 0.011], [-0.009, 0.001, -0.050], [0.153, 0.116, 0.100], [-0.003, -0.001, 0.010], [-0.002, -0.001, 0.008], [0.009, -0.013, 0.003], [-0.011, 0.000, -0.010], [-0.003, -0.002, 0.011], [0.008, -0.002, -0.003], [0.007, 0.000, -0.001], [-0.005, 0.002, -0.010], [0.014, -0.004, 0.007], [-0.574, -0.740, -0.503], [0.567, 0.358, 0.319], [0.110, -0.064, 0.016], [0.047, -0.009, -0.020], [-0.001, -0.019, 0.002], [-0.006, 0.025, 0.002], [-0.042, -0.006, 0.014], [0.038, -0.067, -0.033], [0.041, 0.049, -0.128], [-0.030, 0.096, -0.076], [0.030, -0.024, 0.045], [-0.015, 0.010, -0.012], [-0.001, -0.001, 0.009], [-0.012, -0.015, -0.019], [-0.122, 0.036, 0.084], [-0.095, -0.107, 0.086], [0.009, 0.041, -0.022], [0.021, 0.003, 0.024], [-0.002, 0.015, 0.010], [-0.041, -0.051, -0.019], [-0.058, -0.002, -0.005], [0.008, -0.005, 0.000], [0.009, -0.001, -0.003], [0.009, -0.002, 0.000], [-0.004, 0.045, 0.007], [-0.006, -0.011, 0.032], [0.001, 0.001, -0.007], [-0.008, 0.011, 0.001], [-0.004, 0.002, 0.000], [0.001, -0.034, 0.039], [0.033, 0.014, 0.001], [-0.002, -0.001, -0.002], [-0.006, -0.007, -0.001], [-0.007, -0.007, 0.004], [0.015, 0.015, -0.019], [0.058, -0.030, 0.003], [-0.091, 0.058, 0.064], [0.026, 0.010, 0.013], [-0.021, -0.035, -0.014], [-0.062, -0.041, -0.022], [0.089, 0.048, 0.015], [0.017, -0.257, -0.220], [-0.044, 0.054, 0.220], [0.006, 0.006, 0.006], [0.005, 0.011, 0.011], [0.010, 0.010, 0.003], [-0.004, 0.005, 0.005], [-0.030, -0.037, -0.001], [0.028, -0.036, 0.008]],
  "lumo_energy_ev": -3.41,
  "total_charge": 1
}



[2]
{
  "formula": "H3N3OS",
  "method": "ωB97M-V/def2-TZVPD",
  "symbols": ["N", "N", "N", "O", "S", "H", "H", "H"],
  "positions_angstrom": [[0.736674, -1.165782, 0.742572], [1.320873, -1.224493, -0.331423], [-0.928777, 0.914739, -0.309689], [2.728140, -2.073395, -0.034106], [-0.750342, -0.214086, 0.918671], [0.996726, -1.926491, 1.419077], [-0.783539, 1.902935, -0.142462], [-1.759884, 0.787209, -0.930040]],
  "forces_ev_per_angstrom": [[-0.149, -0.753, -1.038], [6.105, -2.530, 0.562], [-0.807, -0.983, -0.358], [-5.583, 2.802, -1.000], [-1.322, 1.080, 0.444], [-0.039, 1.071, 0.159], [0.445, -0.333, 0.487], [1.351, -0.355, 0.745]],
  "lumo_energy_ev": [-0.13, -0.13],
  "de_lowest_ev": 5.920,
  "smiles": "NSNN=O",
  "total_charge": 0
}



[3]
{
  "formula": "C4H13N5",
  "method": "ωB97M-V/def2-TZVPD",
  "symbols": ["C", "C", "N", "C", "N", "H", "H", "H", "H", "H", "H", "H", "H", "N", "N", "C", "N", "H", "H", "H", "H", "H"],
  "positions_angstrom": [[0.947897, 1.312126, -1.661497], [-1.030464, 1.432548, -0.218214], [0.104497, 0.666659, -0.677669], [1.142935, 0.141359, 0.797493], [0.994914, 0.734511, 1.977610], [0.017709, 0.702246, 2.278579], [2.156367, 0.238250, 0.388340], [1.602021, 0.583707, -2.144752], [1.578296, 2.075210, -1.192510], [0.341857, 1.795055, -2.433657], [-1.604480, 0.909499, 0.547732], [-1.697010, 1.635352, -1.065141], [-0.718556, 2.376612, 0.236505], [-1.401557, -1.469097, -0.810366], [-0.285333, -1.810933, 1.521789], [0.587317, -1.324247, 0.478870], [-0.120341, -1.083704, -0.795579], [-1.765937, -1.962269, 0.007721], [-1.839431, -1.428516, -1.720653], [-0.598786, -1.032488, 2.101896], [0.164297, -2.497678, 2.115743], [1.423788, -1.994202, 0.267762]],
  "forces_ev_per_angstrom": [[-0.529, -0.313, -0.482], [-0.205, -0.152, -0.560], [0.322, -0.930, 1.637], [0.401, -1.018, 1.153], [-0.302, 0.316, -1.667], [0.146, -0.322, 0.354], [-0.227, 0.194, -0.124], [-0.104, -0.077, 0.128], [-0.128, -0.086, 0.167], [0.057, 0.041, -0.119], [0.117, -0.259, -0.110], [-0.086, 0.137, 0.144], [0.228, -0.054, -0.127], [0.124, 0.345, 0.037], [-0.003, -0.251, -0.209], [-0.364, 1.063, 0.769], [0.391, 1.607, -1.202], [0.112, 0.511, -0.284], [0.097, -0.487, 0.411], [0.280, -0.304, 0.012], [-0.069, 0.193, -0.121], [-0.258, -0.154, 0.193]],
  "lumo_energy_ev": 0.88,
  "de_lowest_ev": 4.211,
  "total_charge": 0
}



no.,strongest force on any atom (eV/Å)
1,1.37
2,6.63
3,2.04